1.
DFT (ωB97M-V/def2-TZVPD) results for C4H6N2O2 as an isolated structure in a non-equilibrium geometry.

Each line ends with the natural charge from an NBO analysis.
CARTESIAN COORDINATES (ANGSTROEM)
1 O -1.322 -1.601 -0.447  -0.55
2 O 2.006 0.993 -0.436  -0.61
3 N 1.875 -0.352 0.355  -0.31
4 N 0.047 -1.574 -0.448  -0.19
5 C 0.471 -0.531 0.251  0.35
6 C -0.866 0.000 1.066  -0.57
7 C -1.536 2.023 -0.649  -0.25
8 C -1.035 1.417 0.364  -0.04
9 H 2.444 1.837 0.225  0.48
10 H -1.834 -0.941 1.170  0.34
11 H -1.867 3.106 -1.035  0.26
12 H -1.287 -2.431 -0.890  0.49
13 H -0.793 0.284 2.381  0.25
14 H 2.200 -0.957 -0.332  0.36

Frontier orbital gap   9.5 eV
HOMO energy   -9.154 eV

---

2.
DFT (ωB97M-V/def2-TZVPD) results for a 2-piece molecular cluster, C4H6N2O2 overall in a non-equilibrium geometry.

Each line ends with the natural charge from an NBO analysis.
CARTESIAN COORDINATES (ANGSTROEM)
1 O 0.046 -0.168 -1.878  -0.44
2 O 0.029 1.519 0.819  -0.56
3 N 0.835 2.176 -1.522  -0.77
4 N 0.451 0.481 0.160  -0.11
5 C 0.500 0.938 -1.134  0.68
6 C -0.397 -0.709 0.153  0.01
7 C -0.361 -1.110 -1.112  0.12
8 C -0.505 -1.463 1.440  -0.66
9 H -0.313 -2.228 -1.555  0.23
10 H -0.420 2.549 -0.177  0.37
11 H 0.665 -1.040 1.840  0.24
12 H -1.375 -1.079 2.294  0.24
13 H 1.462 2.737 -0.817  0.41
14 H -0.616 -2.604 1.490  0.24

Frontier orbital gap   9.4 eV
HOMO energy   -9.060 eV

---

3.
DFT (ωB97M-V/def2-TZVPD) results for C4H6N2O2 in the gas phase in a non-equilibrium geometry.

Each line ends with the natural charge from an NBO analysis.
CARTESIAN COORDINATES (ANGSTROEM)
1 O -1.709 1.089 1.659  -0.61
2 O 2.528 0.092 1.644  -0.51
3 N 0.856 -0.854 -1.338  -0.57
4 N 0.354 0.737 0.547  -0.69
5 C -1.027 0.876 0.512  0.66
6 C -1.832 0.323 -0.718  -0.74
7 C 1.137 -0.404 -0.228  0.35
8 C 2.263 -0.876 0.704  0.32
9 H 3.062 -1.593 0.543  0.21
10 H -0.072 -0.200 -1.835  0.38
11 H 0.797 1.072 1.491  0.47
12 H -1.544 0.245 -1.770  0.21
13 H -3.068 0.265 -0.719  0.28
14 H -1.743 -0.772 -0.493  0.25

Frontier orbital gap   8.4 eV
HOMO energy   -9.870 eV